[1]
The molecule CH2N2S. Source: the OMol25 dataset; level of theory: ωB97M-V/def2-TZVPD.

```
6
Properties=species:S:1:pos:R:3:forces:R:3
C -1.4255 -0.1674 0.5826 -14.9 0.1 0.2
N -2.9137 -0.1501 0.6179 13.8 0.0 -0.2
N -0.1721 -0.3254 0.3420 1.6 0.2 0.2
S 0.9030 0.9665 -0.1702 -0.3 0.0 0.1
H 0.3367 -1.0293 0.8670 -0.2 -0.1 -0.2
H 0.2150 1.2624 -1.2804 0.0 -0.1 -0.1
```
Forces are in eV/Å.

Computed properties:
SMILES: N#CNS
Total charge: 0
Energy relative to the best compared isomer or geometry (same formula, charge and spin) (kJ/mol): 349.4
HOMO energy (spin up / spin down) (Ha): -0.3351 / -0.3351
Gap between HOMO and LUMO (spin up / spin down) (eV): 8.823 / 8.824
Lowest unoccupied orbital energy (spin up / spin down) (eV): -0.29 / -0.29

Results of the Löwdin charge analysis, in e, for atoms 1 through 2: atom 1 (C): -0.332, atom 2 (N): 0.031


[2]
C35H30N9O4SY as an isolated structure. Source: the OMol25 dataset; level of theory: ωB97M-V/def2-TZVPD.

```
80
Properties=species:S:1:pos:R:3:forces:R:3
Y -0.5967 -0.2489 0.9706 -0.1 -0.4 -0.4
O -4.0031 1.9511 2.6798 0.1 0.0 0.0
C -3.0982 1.1373 2.4731 0.0 0.0 0.0
N -1.8081 1.3207 2.2059 0.0 0.0 0.0
C -1.2015 2.5882 2.1137 0.0 0.1 0.1
C -1.8610 3.8182 2.1405 0.0 -0.1 0.0
C -1.1430 4.9993 2.0060 -0.1 0.0 0.0
C 0.2326 4.9748 1.8645 0.1 0.1 0.0
C 0.9143 3.7658 1.8564 0.0 -0.2 -0.1
C 0.2132 2.5675 1.9680 -0.1 0.1 0.1
N 0.7809 1.2870 1.9473 -0.1 -0.2 -0.1
C 1.9937 0.9951 2.4233 0.0 0.1 0.0
O 2.9101 1.7375 2.7611 0.0 0.0 0.0
C 2.1744 -0.5066 2.6169 0.0 0.0 0.0
C 3.4393 -1.0008 2.8916 0.0 -0.1 0.1
C 3.5875 -2.3527 3.1427 0.0 0.0 0.0
C 2.4644 -3.1679 3.1180 0.0 0.0 0.0
C 1.2439 -2.5970 2.8097 0.0 0.0 0.0
N 1.0927 -1.2969 2.5579 0.0 0.1 -0.1
C -3.4831 -0.3405 2.5034 0.0 0.0 0.0
C -4.7688 -0.6856 2.8945 0.0 0.0 0.0
C -5.1160 -2.0222 2.9587 0.0 0.0 0.0
C -4.1719 -2.9808 2.6180 0.0 0.0 0.0
C -2.9247 -2.5552 2.2067 0.0 0.0 0.0
N -2.5795 -1.2664 2.1469 0.0 0.1 0.0
H -2.9305 3.8321 2.2761 0.0 0.0 0.0
H -1.6680 5.9462 2.0285 0.0 0.0 0.0
H 0.7867 5.9004 1.7771 0.0 0.0 0.0
H 1.9907 3.7312 1.7748 0.0 0.0 0.0
H 4.2651 -0.3048 2.9137 0.0 0.0 0.0
H 4.5629 -2.7692 3.3574 0.0 0.0 0.0
H 2.5306 -4.2268 3.3232 0.0 0.0 0.0
H 0.3480 -3.2054 2.7557 0.0 0.0 0.0
H -5.4517 0.1122 3.1450 0.0 0.0 0.0
H -6.1093 -2.3179 3.2686 0.0 0.0 0.0
H -4.3996 -4.0362 2.6525 0.0 0.0 0.0
H -2.1756 -3.2708 1.8867 0.0 0.0 0.0
O 3.9636 0.0865 -2.8057 -0.2 0.1 0.1
C 4.1221 -1.1014 -2.1982 0.0 -0.1 0.1
C 5.2548 -1.8488 -2.5281 0.0 0.0 0.0
C 5.4863 -3.0720 -1.9338 0.0 0.0 0.0
C 4.5920 -3.5878 -0.9977 0.0 0.0 0.0
C 3.4646 -2.8619 -0.6758 0.0 0.0 0.0
C 3.2044 -1.6209 -1.2624 0.1 0.1 -0.1
C 1.9516 -0.9245 -0.8889 -0.1 0.0 0.1
O 1.1035 -1.5268 -0.1658 -0.1 0.0 0.2
N 1.7731 0.3018 -1.3691 0.1 0.1 -0.1
N 0.5408 0.7750 -1.0204 0.0 0.2 0.0
C 0.2115 1.9363 -1.4280 0.0 0.0 0.0
C -1.1549 2.4061 -1.1640 0.0 0.0 0.0
C -1.5419 3.7013 -1.4780 0.0 0.0 0.0
C -2.8569 4.0749 -1.2582 0.0 -0.1 0.0
C -3.7415 3.1365 -0.7525 0.1 0.0 0.0
C -3.2650 1.8664 -0.4656 0.0 0.0 0.0
N -2.0020 1.5005 -0.6512 0.1 0.0 0.0
H 3.1815 0.5303 -2.3813 0.1 -0.2 -0.1
H 5.9446 -1.4329 -3.2487 0.0 0.0 0.0
H 6.3751 -3.6298 -2.1973 0.0 0.0 0.0
H 4.7785 -4.5444 -0.5308 0.0 0.0 0.0
H 2.7487 -3.2347 0.0444 0.0 0.0 0.0
H 0.9068 2.5687 -1.9791 0.0 0.0 0.0
H -0.8148 4.3994 -1.8683 0.0 0.0 0.0
H -3.1827 5.0833 -1.4706 0.0 0.0 0.0
H -4.7754 3.3773 -0.5562 0.0 0.0 0.0
H -3.9300 1.1141 -0.0597 0.0 0.0 0.0
S -2.1606 -2.0324 -0.9050 0.1 0.1 0.1
C -1.3466 -1.6370 -2.3605 0.0 0.1 0.0
N -1.8947 -0.7598 -3.2066 0.0 0.0 0.1
C -1.2691 -0.3096 -4.4431 0.0 0.0 0.0
C 0.2387 -0.4528 -4.3336 0.0 0.0 0.0
C 0.5842 -1.8606 -3.8793 0.0 0.0 -0.1
N -0.1912 -2.2064 -2.6910 0.0 0.0 0.1
H -2.7461 -0.3285 -2.8822 0.1 -0.1 0.0
H -1.5520 0.7303 -4.6068 0.0 0.0 0.0
H -1.6456 -0.8974 -5.2855 0.0 0.0 0.0
H 0.6338 0.2583 -3.6106 0.0 0.0 0.0
H 0.7048 -0.2493 -5.2972 0.0 0.0 0.0
H 1.6415 -1.9385 -3.6265 0.0 0.0 0.0
H 0.3717 -2.5818 -4.6736 0.0 0.0 0.0
H 0.2522 -2.7192 -1.9416 0.0 0.0 0.0
```
Forces are in eV/Å.

Computed properties:
Total charge: 0
Energy relative to the best compared isomer or geometry (same formula, charge and spin) (kJ/mol): 13.3
HOMO energy (Ha): -0.2610
Gap between HOMO and LUMO (eV): 6.621
Lowest unoccupied orbital energy (eV): -0.48

Results of the Löwdin charge analysis, in e, for atoms 1 through 2: atom 1 (Y): 1.460, atom 2 (O): 0.015


[3]
The molecule C4H5NO. Source: the OMol25 dataset; level of theory: ωB97M-V/def2-TZVPD.

```
11
Properties=species:S:1:pos:R:3:forces:R:3
O 0.3884 -1.8860 1.3172 0.4 -0.5 -0.8
C 0.1659 -1.0255 0.4896 0.2 -0.4 0.2
C -0.9025 0.0125 0.6791 0.0 -0.2 0.1
C -0.5047 1.1034 -0.3033 0.2 -0.2 0.1
C 0.5619 0.6643 -0.9926 -0.2 0.1 0.3
N 0.9678 -0.6130 -0.5533 0.1 -0.2 0.1
H -0.6896 -0.0535 1.7636 -0.7 1.9 0.0
H -1.9404 -0.3163 0.5883 0.2 -0.2 -0.2
H -1.0669 1.9957 -0.5686 0.2 -0.3 0.3
H 1.1023 1.1277 -1.8163 -0.3 -0.1 0.3
H 1.9063 -0.9753 -0.6275 -0.1 0.1 -0.1
```
Forces are in eV/Å.

Computed properties:
SMILES: O=C1CC=CN1
Total charge: 0
Energy relative to the best compared isomer or geometry (same formula, charge and spin) (kJ/mol): 57.9
HOMO energy (Ha): -0.3234
Gap between HOMO and LUMO (eV): 9.735
Lowest unoccupied orbital energy (eV): 0.93

Results of the Löwdin charge analysis, in e, for atoms 1 through 2: atom 1 (O): 0.050, atom 2 (C): -0.500


[4]
A 6-piece molecular cluster, CH16N2O5 overall. Source: the OMol25 dataset; level of theory: ωB97M-V/def2-TZVPD.

```
24
Properties=species:S:1:pos:R:3:forces:R:3
N 1.8982 -1.7634 -1.5455 -0.3 -0.1 1.7
C 0.7879 -1.4169 -0.6217 -0.9 -2.6 -0.1
N 1.0554 -0.6411 0.5414 1.3 1.0 1.5
H 2.2338 -0.9759 -2.0794 -0.1 0.3 -0.1
H 2.6459 -2.0100 -0.8873 0.1 -0.1 -0.7
H -0.0208 -0.8992 -1.1405 0.1 -0.3 -0.4
H 0.3373 -2.4220 -0.2071 0.8 1.7 -1.1
H 1.6749 -1.0522 1.2532 -0.6 -0.6 -0.5
H 1.6315 0.1647 0.3208 -0.4 0.5 -0.2
H -1.7495 -0.9162 1.4138 -0.2 0.0 0.1
H -1.4272 0.5096 0.9878 -0.5 -0.6 0.1
O -2.1883 -0.0809 1.2078 0.7 -0.1 0.0
H 1.1028 2.7403 -0.7928 0.0 -0.3 0.2
H 1.9810 1.4941 -1.1554 -0.1 0.1 0.2
O 1.7997 2.4104 -1.3696 0.1 0.2 -0.4
H -1.9534 1.7237 -0.1243 0.4 0.1 -0.7
H -0.6913 1.3554 -1.0248 -0.7 0.2 0.3
O -0.9870 1.7819 -0.2007 0.3 0.3 -0.1
H 1.4247 0.3608 3.6134 -0.2 -0.8 -0.4
H 0.3056 0.3434 2.3835 0.6 -0.9 0.1
O 0.7809 0.8086 3.0714 -0.3 1.8 0.4
H -3.0463 -0.8169 -0.6495 -0.4 0.6 0.3
H -4.1250 -0.0008 -1.4883 0.0 0.1 0.5
O -3.4708 -0.6972 -1.5062 0.4 -0.5 -0.7
```
Forces are in eV/Å.

Computed properties:
SMILES: NCN.O.O.O.O.O
Total charge: 0
Energy relative to the best compared isomer or geometry (same formula, charge and spin) (kJ/mol): 144.3
HOMO energy (Ha): -0.3667
Gap between HOMO and LUMO (eV): 10.249
Lowest unoccupied orbital energy (eV): 0.27

Results of the Löwdin charge analysis, in e, for atoms 1 through 2: atom 1 (N): 0.009, atom 2 (C): -0.377


Q: Among the records above, which one has the highest energy relative to the best compared isomer or geometry (same formula, charge and spin)?
A: CH2N2S


Q: energy relative to the best compared isomer or geometry (same formula, charge and spin) of number 4 (CH16N2O5)?
A: 144.3 kJ/mol


Q: Look up the total charge of the fourth one.
A: 0